Record 1
Here is a molecular structure, C19H17BrN3OPd from the OMol25 dataset. Energies are from wB97M-V/def2-TZVPD.

Element x y z (Å)
Pd1 -1.02 0.08 -0.08
H1 -2.85 -0.65 -0.21
O1 -1.93 0.85 1.53
H2 3.78 -0.52 2.02
N1 0.51 -1.24 1.54
Br1 1.37 6.19 -3.42
N2 0.78 1.13 -0.07
H3 -1.91 2.26 3.02
C1 2.74 -2.16 2.92
H4 -3.71 -4.77 -0.94
C2 1.51 -2.82 3.03
H5 -0.53 -2.78 2.37
H6 -1.10 2.39 -1.30
C3 0.98 2.27 -0.83
C4 -2.21 -3.90 -2.22
C5 2.22 2.89 -1.03
C6 -3.12 -3.89 -1.16
H7 -0.82 2.61 1.67
C7 1.70 -0.58 1.42
C8 -1.24 1.79 2.27
C9 0.44 -2.30 2.31
H8 3.12 2.47 -0.61
C10 -0.14 2.86 -1.44
C11 1.79 0.58 0.61
H9 -0.40 1.37 2.84
H10 3.62 -2.53 3.45
C12 1.21 4.60 -2.37
H11 3.30 4.50 -1.94
C13 -1.45 -2.78 -2.53
C14 2.84 -1.05 2.12
C15 -2.57 -1.59 -0.73
C16 -1.59 -1.61 -1.77
H12 -4.01 -2.70 0.39
H13 -0.71 -2.80 -3.32
N3 -0.78 -0.51 -1.90
H14 1.39 -3.70 3.65
C17 2.33 4.04 -1.80
C18 -0.03 4.01 -2.19
H15 -2.08 -4.80 -2.81
H16 2.77 1.05 0.59
H17 -0.91 4.45 -2.65
C19 -3.29 -2.73 -0.42

Computed properties:
multiplicity	3
charge	-1
lowest unoccupied orbital energy (spin up / spin down)	2.6910 / 2.5816	eV
highest occupied orbital energy (spin up / spin down)	-0.0968 / -0.1655	Ha

---

Record 2
Here is a molecular structure, C42H43F3N2O3P3S4TeTi from the OMol25 dataset. Energies are from wB97M-V/def2-TZVPD.

Element x y z (Å)
H1 2.77 4.07 1.99
H2 5.98 -2.95 1.77
H3 -3.48 -0.83 -1.30
C1 2.34 4.33 -0.13
H4 -4.04 2.54 -4.61
C2 -0.75 0.68 -4.97
C3 -3.41 -1.87 -1.01
C4 5.28 2.43 -2.60
H5 -5.24 2.09 2.71
O1 -3.34 1.86 0.95
H6 2.91 -2.63 -7.88
H7 -4.98 0.61 0.69
C5 1.63 3.82 -1.18
C6 1.56 2.51 1.21
C7 3.58 -1.09 3.26
H8 -5.38 0.37 3.13
H9 -3.19 -5.57 0.03
H10 -4.35 3.47 -3.13
C8 2.64 -2.56 -6.83
C9 3.28 1.11 -2.65
C10 -1.74 0.11 -5.75
Te1 -1.82 4.14 -0.62
C11 -2.44 -1.00 -5.28
F1 2.30 6.63 -0.55
H11 4.76 0.92 0.39
P1 2.37 -0.52 -0.60
P2 -2.67 1.94 -0.46
C12 3.50 0.71 -1.33
H12 1.19 -4.14 -6.90
H13 5.19 -2.29 4.01
C13 0.78 2.73 -0.95
H14 -2.70 3.01 -3.56
C14 5.12 -2.31 1.87
C15 -4.55 -2.53 -0.58
H15 2.43 0.72 -3.20
C16 -4.47 -3.87 -0.21
H16 6.31 2.48 -0.72
H17 -2.71 -2.40 -3.68
C17 4.68 -1.93 3.13
H18 1.62 4.30 -2.15
C18 -3.74 2.68 -3.57
P3 -0.71 -1.59 -1.59
H19 1.51 1.98 2.15
H20 -1.97 0.52 -6.72
O2 -3.91 1.55 -1.37
C19 -1.18 -0.95 -3.24
H21 2.03 -0.04 2.23
O3 -1.63 0.78 -0.67
H22 5.98 3.09 -3.09
C20 2.91 -1.52 -4.68
C21 2.27 3.67 1.12
H23 0.30 0.58 -3.10
H24 -0.07 -3.47 -2.91
S1 -0.75 -0.81 3.62
H25 3.60 -1.79 -2.29
H26 -5.49 -2.01 -0.51
H27 0.29 2.27 -1.80
C22 3.13 5.61 -0.28
C23 4.59 1.22 -0.63
C24 5.47 2.09 -1.27
C25 -4.70 1.14 2.77
S2 -0.84 0.77 2.31
C26 1.68 -3.39 -6.28
F2 4.01 5.54 -1.29
C27 -0.48 0.15 -3.72
C28 -4.17 0.76 1.41
H28 -1.17 -4.40 -0.72
C29 2.66 -1.98 -1.78
N1 0.87 1.98 0.17
F3 3.80 5.90 0.84
H29 -3.21 -1.45 -5.90
S3 -1.36 -2.30 2.34
H30 -3.88 1.25 3.48
H31 -0.19 1.53 -5.34
C30 4.18 1.95 -3.29
C31 1.34 -3.30 -4.94
H32 2.79 -2.84 -1.11
C32 3.25 -1.62 -6.01
C33 -3.92 1.38 -2.81
C34 -2.16 -1.53 -4.03
C35 2.90 -0.67 2.13
H33 -3.16 0.65 -3.09
H34 0.60 -4.00 -4.57
H35 3.40 -0.77 -4.07
C36 0.47 -2.89 -2.17
H36 4.82 -2.17 -0.24
N2 1.62 -2.23 -2.74
C37 4.45 -1.88 0.73
H37 -3.56 -0.15 1.46
H38 -4.90 0.96 -3.01
C38 1.95 -2.37 -4.11
S4 0.19 -2.14 1.03
H39 -5.36 -4.40 0.11
C39 -3.26 -4.53 -0.27
C40 -2.19 -2.53 -1.08
C41 -2.12 -3.87 -0.70
H40 3.23 -0.79 4.24
C42 3.32 -1.07 0.86
H41 4.00 -0.95 -6.42
Ti1 -0.07 0.20 0.10
H42 4.02 2.23 -4.32
H43 0.77 -3.54 -1.35

Computed properties:
ΔE to the lowest compared entry with this formula, charge and spin	11.1	kcal/mol
charge	+1
lowest unoccupied orbital energy	-3.9633	eV
highest occupied orbital energy	-0.3658	Ha

---

Record 3
Here is a molecular structure, C44H53N10O3P4PtTe from the OMol25 dataset. Energies are from wB97M-V/def2-TZVPD.

Element x y z (Å)
N1 1.57 -5.04 2.72
C1 -2.64 -0.12 -0.24
H1 2.42 4.58 -3.29
H2 4.00 -1.55 -0.94
O1 2.33 -0.89 0.85
N2 -0.09 -2.02 5.23
H3 -0.07 4.11 1.16
H4 1.12 -4.28 4.58
H5 1.63 -2.80 -3.88
H6 2.69 -1.28 3.35
C2 2.97 -0.31 3.76
C3 0.96 1.48 -1.22
H7 3.40 5.13 1.14
C4 -3.89 -5.29 1.01
C5 -1.24 2.01 -2.28
N3 2.78 2.85 -2.15
H8 -6.04 -0.48 -4.56
H9 -1.82 3.92 -0.59
P1 -1.61 -1.58 -0.36
C6 -0.35 -2.51 -4.65
C7 3.87 1.88 3.15
O2 0.74 1.63 1.41
H10 2.97 2.44 3.42
C8 -2.46 -3.06 0.18
H11 1.18 0.41 -1.08
H12 -3.11 5.73 0.45
C9 0.87 -3.68 0.90
H13 3.06 5.04 -0.60
H14 -4.25 5.37 2.61
C10 -3.69 4.57 2.15
H15 0.79 -3.55 -0.17
C11 -3.61 3.34 2.80
C12 -3.41 -5.22 -0.29
C13 3.22 3.86 -3.11
C14 6.13 0.12 1.10
C15 3.17 4.46 0.32
C16 -0.54 1.57 -1.22
H16 4.06 4.40 -2.68
C17 0.80 4.66 0.81
H17 2.09 0.17 4.19
C18 -1.66 -2.13 -4.37
H18 0.57 5.18 -0.12
H19 -1.37 0.87 4.57
H20 -2.32 1.99 -2.27
H21 -0.08 -2.79 -5.66
H22 -5.29 0.73 -2.53
O3 3.12 1.50 0.37
N4 -0.63 -0.86 5.59
C19 -0.58 2.56 -3.44
H23 1.22 3.04 -4.39
C20 -1.06 -1.85 -2.05
C21 -5.48 -2.46 -1.37
H24 -6.11 -4.09 -2.63
C22 -5.90 -3.03 -2.57
C23 1.47 -4.82 1.42
N5 1.93 3.76 0.65
C24 -2.33 3.74 0.35
C25 1.69 1.94 -2.53
N6 4.86 -0.41 0.59
C26 -2.70 -4.11 -0.71
H25 5.29 -0.43 -1.48
H26 3.99 3.76 0.20
H27 3.70 -0.47 4.55
C27 0.26 -2.19 -2.35
P2 1.66 2.17 0.35
Te1 -4.61 -0.08 0.38
H28 4.53 1.83 4.02
H29 -2.69 -2.36 2.20
H30 6.87 -0.68 1.07
H31 -0.76 -0.64 6.57
H32 -5.36 -3.08 -0.49
H33 -2.33 -4.07 -1.73
H34 1.88 -5.57 0.75
Pt1 -0.20 -0.75 1.07
C28 -2.27 2.50 0.97
C29 4.96 -1.11 -0.68
C30 -2.89 2.31 2.21
C31 -3.63 -4.26 1.91
N7 3.53 0.53 2.72
H35 -3.98 -4.33 2.93
H36 -3.04 -1.51 -2.86
H37 -2.40 -2.10 -5.16
H38 1.06 5.40 1.57
H39 -4.09 3.19 3.75
H40 4.40 2.43 2.37
H41 -2.80 1.35 2.72
C32 -5.44 -0.34 -2.50
H42 1.02 -2.16 -1.58
H43 3.58 2.28 -1.89
C33 -2.91 -3.15 1.50
H44 6.02 0.44 2.14
H45 2.82 1.01 -4.14
C34 0.60 -2.53 -3.65
C35 2.26 0.71 -3.25
C36 0.76 2.60 -3.51
N8 -6.08 -2.33 -3.68
C37 -0.09 -1.94 3.92
H46 6.48 0.95 0.50
H47 -4.46 -6.15 1.33
H48 1.46 0.04 -3.57
P3 3.42 0.08 1.16
C38 -0.94 -0.11 4.52
H49 5.70 -1.91 -0.59
C39 -5.23 -1.10 -1.35
N9 0.37 -2.74 1.70
P4 -1.47 1.09 0.24
C40 -5.86 -1.02 -3.64
C41 -3.05 4.77 0.94
N10 -0.62 -0.79 3.43
C42 -2.01 -1.80 -3.07
H50 3.54 3.45 -4.07
C43 1.06 -4.12 3.51
C44 0.46 -2.97 3.02
H51 -3.60 -6.04 -0.98
H52 2.93 0.17 -2.58
H53 -1.18 2.98 -4.23

Computed properties:
charge	+3
lowest unoccupied orbital energy (spin up / spin down)	-10.2292 / -10.2327	eV
highest occupied orbital energy (spin up / spin down)	-0.5675 / -0.5675	Ha

---

Record 4
Here is a molecular structure, C2H4LiO2Yb from the OMol25 dataset. Energies are from wB97M-V/def2-TZVPD.

Element x y z (Å)
O1 1.23 0.43 1.06
Li1 -0.59 -0.97 1.18
O2 0.58 -2.53 1.30
H1 2.42 -2.48 -0.05
C1 2.20 -0.60 0.95
C2 1.65 -1.76 0.26
H2 0.93 -1.51 -0.54
H3 3.16 -0.25 0.52
H4 0.51 -3.45 1.02
Yb1 0.95 2.45 2.73

Computed properties:
multiplicity	3
charge	+1
lowest unoccupied orbital energy (spin up / spin down)	-3.6874 / -4.3150	eV
highest occupied orbital energy (spin up / spin down)	-0.3591 / -0.4743	Ha

---

Record 5
Here is 8 unconnected molecules or ions with the total composition C5H26N2O8 from the OMol25 dataset. Energies are from wB97M-V/def2-TZVPD.

Element x y z (Å)
C1 2.46 -0.76 0.32
C2 -1.26 -1.11 -1.09
H1 -2.07 -2.48 -2.80
O1 1.57 0.73 -2.11
H2 2.34 -1.89 0.17
H3 1.64 2.85 -1.17
H4 -0.63 0.49 -2.57
O2 1.24 2.97 1.77
H5 -0.54 -1.74 -2.99
H6 1.18 0.96 0.75
H7 -0.86 -2.72 2.54
H8 -0.73 -1.33 -0.16
H9 -2.42 -2.47 2.79
O3 -0.14 -0.38 2.84
H10 0.50 -3.58 -1.92
H11 -1.69 3.64 2.02
H12 -0.33 2.91 2.37
H13 1.85 3.62 1.80
C3 0.84 0.26 -1.31
H14 -3.13 0.10 2.02
H15 -2.32 -0.73 -0.96
C4 -1.15 -2.21 -2.22
O4 -3.26 1.03 2.06
N1 -0.45 -0.01 -1.68
C5 1.09 0.01 0.16
H16 0.68 -0.25 3.24
H17 2.98 -0.69 1.33
O5 0.95 3.61 -0.88
H18 -1.11 -4.09 -1.70
H19 1.17 -1.42 -3.41
O6 -1.41 2.91 2.48
O7 -1.69 -3.05 3.03
H20 2.34 -0.91 -3.77
H21 -2.51 1.69 2.17
H22 -0.41 0.53 2.62
N2 -0.44 -3.31 -1.59
H23 0.97 3.25 0.76
O8 1.96 -1.75 -3.55
H24 0.34 -0.57 0.73
H25 0.12 3.00 -0.96
H26 3.24 -0.47 -0.31

Computed properties:
structure (SMILES)	CCC(=O)NCCN.O.O.O.O.O.O.O
ΔE to the lowest compared entry with this formula, charge and spin	105.8	kcal/mol
lowest unoccupied orbital energy	-0.0321	eV
highest occupied orbital energy	-0.3470	Ha

---

Record 6
Here is 3 unconnected molecules or ions with the total composition C27H46N4O6S from the OMol25 dataset. Energies are from wB97M-V/def2-TZVPD.

Element x y z (Å)
H1 7.05 -1.05 4.30
C1 -0.12 3.05 -2.97
H2 -7.08 1.49 3.42
H3 -1.78 1.31 1.41
H4 8.19 -1.51 -0.65
H5 6.93 -1.76 -1.84
H6 4.72 -4.10 1.39
C2 5.79 -3.99 1.57
C3 4.76 -1.57 -0.43
H7 6.18 -5.01 1.69
O1 1.86 0.57 -3.89
C4 -2.11 0.15 -3.92
C5 4.07 -1.67 2.70
H8 5.71 0.08 4.00
H9 -4.17 3.93 1.48
H10 5.45 -1.42 4.91
H11 7.12 -3.28 3.10
H12 -2.81 -1.87 -2.76
H13 -2.74 1.11 2.83
C6 5.99 -0.98 4.06
H14 -7.22 -0.84 1.34
O2 -5.39 0.34 -0.04
C7 -6.49 1.59 2.50
H15 -5.90 -1.82 2.01
H16 7.05 -0.20 -1.02
N1 -5.51 0.52 -4.08
H17 -4.95 2.41 -5.16
H18 0.79 0.59 -5.69
H19 4.47 -2.42 -1.06
H20 -0.11 2.96 -5.32
C8 -4.76 -0.61 -3.46
C9 -2.88 1.40 -4.63
H21 -7.21 1.68 1.68
C10 -0.49 -0.06 -3.76
C11 0.56 0.90 -4.57
H22 -1.30 3.18 -2.87
H23 -2.25 2.26 -5.13
C12 -6.50 -0.92 2.16
H24 -0.32 0.28 -2.63
H25 3.72 -0.65 2.51
C13 -4.79 3.03 1.36
C14 -4.48 1.44 -4.64
H26 6.20 -3.87 -0.53
H27 -0.04 3.71 -1.12
H28 -5.07 2.91 3.50
H29 1.59 3.02 -4.48
N2 -4.64 0.49 1.14
C15 -3.19 -0.90 -3.31
H30 7.55 -3.46 0.51
H31 4.77 -0.68 -1.06
O3 7.58 -0.81 1.80
H32 3.65 -1.97 3.67
O4 1.89 -1.24 -1.80
H33 -4.31 0.97 4.02
C16 6.15 -1.81 0.22
H34 -5.44 3.24 0.50
H35 3.62 -2.34 1.98
H36 -4.04 2.29 -1.14
C17 7.14 -1.28 -0.88
C18 5.63 -1.72 2.73
H37 -7.10 -1.07 3.07
H38 -5.51 -0.22 4.43
C19 -4.82 0.08 3.63
H39 -2.68 1.22 -0.73
O5 2.83 -1.99 -3.97
C20 -3.28 2.07 -0.38
H40 -5.47 -1.42 -2.95
C21 -5.68 2.88 2.58
N3 6.22 -1.04 1.52
C22 -3.90 1.80 1.04
H41 3.95 -1.40 0.27
C23 6.05 -3.21 2.85
C24 0.50 2.53 -4.39
H42 5.52 -3.69 3.68
H43 -2.62 2.95 -0.34
C25 -5.59 0.35 2.30
C26 -2.64 1.74 1.95
C27 6.47 -3.32 0.39
H44 -6.36 3.73 2.64
H45 -2.35 2.74 2.30
O6 0.08 -1.43 -3.84
S1 1.71 -1.07 -3.35
H46 -4.09 -0.72 3.51
N4 0.66 3.41 -1.87

Computed properties:
multiplicity	3
lowest unoccupied orbital energy (spin up / spin down)	-0.8907 / -0.9025	eV
highest occupied orbital energy (spin up / spin down)	-0.3222 / -0.3427	Ha

---

Record 7
Here is a molecular structure, BF4Rb from the OMol25 dataset. Energies are from wB97M-V/def2-TZVPD.

Element x y z (Å)
F1 -0.90 -0.87 0.96
F2 -0.82 0.57 -0.81
F3 -0.33 1.35 1.31
F4 1.14 -0.03 0.26
Rb1 1.11 -1.27 -2.16
B1 -0.20 0.26 0.45

Computed properties:
ΔE to the lowest compared entry with this formula, charge and spin	1.7	kcal/mol
lowest unoccupied orbital energy	-1.1136	eV
highest occupied orbital energy	-0.4163	Ha

---

Record 8
Here is a molecular structure, C23H23N2S2Se4Tc from the OMol25 dataset. Energies are from wB97M-V/def2-TZVPD.

Element x y z (Å)
C1 -4.80 -0.82 0.61
C2 1.10 1.00 -3.49
H1 4.69 0.08 4.77
Tc1 2.59 -0.26 2.54
C3 -1.82 0.46 -0.98
Se1 4.22 5.10 4.14
H2 -5.18 0.18 0.43
C4 -3.83 -3.37 1.08
H3 -0.04 1.91 -6.55
H4 -3.19 1.14 1.24
S1 0.22 -0.18 2.41
C5 -0.24 -0.04 0.77
H5 -1.61 1.50 -1.23
C6 0.78 -0.19 -0.25
H6 2.39 -1.12 5.46
H7 -3.45 -4.37 1.27
Se2 3.14 2.04 2.79
H8 1.72 2.36 -1.95
H9 2.37 -0.19 -2.24
C7 -2.62 0.21 1.36
C8 2.67 -2.29 3.58
C9 4.16 -0.65 4.18
H10 -1.29 -1.49 -1.71
H11 -6.60 -1.78 -0.04
C10 3.72 -2.27 2.62
H12 3.84 -2.97 1.81
H13 -2.03 -2.41 1.75
H14 1.28 -1.13 -3.25
C11 -5.60 -1.92 0.35
S2 2.42 -0.28 0.22
Se3 1.64 3.51 1.89
C12 0.60 0.88 -4.78
C13 -0.99 -0.45 -1.86
C14 1.07 3.40 -3.72
C15 1.37 -0.23 -2.65
H15 0.39 4.15 -5.61
H16 -1.14 -0.19 -2.90
C16 1.33 2.26 -2.96
C17 4.63 -1.25 2.99
N1 -1.50 0.22 0.42
C18 -3.51 -0.99 1.11
H17 -2.22 0.18 2.37
H18 1.26 4.38 -3.30
H19 0.42 -0.11 -5.20
C19 -3.03 -2.27 1.34
C20 2.95 -1.29 4.56
H20 -2.88 0.26 -1.14
H21 1.88 -3.02 3.64
C21 0.35 2.01 -5.54
C22 -5.11 -3.20 0.58
H22 -5.74 -4.06 0.37
N2 0.42 -0.29 -1.54
C23 0.58 3.27 -5.01
H23 5.57 -1.04 2.50
Se4 2.64 5.63 2.74

Computed properties:
multiplicity	2
ΔE to the lowest compared entry with this formula, charge and spin	10.1	kcal/mol
charge	+1
lowest unoccupied orbital energy (spin up / spin down)	-4.3468 / -4.3103	eV
highest occupied orbital energy (spin up / spin down)	-0.3754 / -0.3807	Ha

---

Record 9
Here is 2 unconnected molecules or ions with the total composition C3H11N2 from the OMol25 dataset. Energies are from wB97M-V/def2-TZVPD.

Element x y z (Å)
H1 2.28 0.68 -0.55
N1 1.49 0.05 -0.48
C1 -0.51 1.07 0.94
H2 -0.34 2.10 0.65
H3 3.05 -1.00 0.60
H4 2.14 -1.98 -0.55
H5 -2.24 1.44 -0.23
N2 -1.53 -0.38 -0.92
C2 -1.76 0.55 0.17
H6 -2.43 0.13 0.93
H7 -0.58 0.83 1.99
H8 -0.61 -0.79 -0.99
H9 1.42 -1.52 0.95
H10 0.73 0.52 0.17
C3 2.07 -1.14 0.16
H11 -2.26 -1.05 -1.07

Computed properties:
multiplicity	2
ΔE to the lowest compared entry with this formula, charge and spin	31.2	kcal/mol
lowest unoccupied orbital energy (spin up / spin down)	1.1478 / -0.5537	eV
highest occupied orbital energy (spin up / spin down)	-0.3149 / -0.3184	Ha